Entry 1:
A molecular structure, C39H47AsCrN2SSeSi at a distorted geometry, computed with ωB97M-V/def2-TZVPD.

Positions of all 93 atoms, in Å:
Cr1 -0.02765 0.93292 -1.20061
C1 -1.31963 -1.02029 5.45956
C2 -0.42893 0.16672 5.08594
C3 -1.05858 1.45242 5.64708
C4 0.95903 -0.04673 5.70940
C5 -0.28194 0.32401 3.58345
C6 0.54222 1.32087 3.05121
C7 0.64831 1.47089 1.68873
N1 0.00658 0.68888 0.81599
C8 -0.79183 -0.27211 1.30407
C9 -0.95401 -0.47183 2.66787
C10 -1.45405 -1.05474 0.26076
C11 -2.20687 -2.18837 0.49401
C12 -2.79469 -2.89074 -0.55408
C13 -2.57448 -2.38254 -1.83318
C14 -1.81749 -1.24486 -2.00529
N2 -1.25631 -0.57475 -0.99044
C15 -3.63699 -4.12245 -0.27313
C16 -2.79634 -5.14542 0.50595
C17 -4.84806 -3.68903 0.57044
C18 -4.13795 -4.77563 -1.56203
H1 -1.37820 -1.09478 6.54510
H2 -0.91202 -1.96095 5.08337
H3 -2.33692 -0.89372 5.08422
H4 -1.16386 1.37032 6.72950
H5 -2.04931 1.61380 5.21835
H6 -0.44529 2.32823 5.43320
H7 0.85984 -0.17477 6.78763
H8 1.62015 0.80209 5.53366
H9 1.43257 -0.94227 5.30247
H10 1.09264 1.99494 3.69222
H11 1.25806 2.25394 1.25888
H12 -1.62444 -1.24768 3.00651
H13 -2.33141 -2.53339 1.51090
H14 -2.98083 -2.86552 -2.70898
H15 -1.64640 -0.83488 -2.99135
H16 -2.47292 -4.75553 1.47206
H17 -1.90947 -5.43060 -0.06317
H18 -3.38766 -6.04271 0.68994
H19 -4.53951 -3.26726 1.52790
H20 -5.48752 -4.54931 0.77069
H21 -5.43730 -2.93889 0.04037
H22 -3.30732 -5.10652 -2.18833
H23 -4.76779 -4.09381 -2.13572
H24 -4.73915 -5.65088 -1.31735
S1 0.06650 1.06139 -3.49656
C19 1.71178 1.08896 -4.12472
C20 1.91176 1.12123 -5.50449
C21 3.19744 1.11616 -6.01710
C22 4.29910 1.08558 -5.17112
C23 4.11068 1.06542 -3.79981
C24 2.82333 1.05500 -3.27239
As1 2.42551 1.04708 -1.38595
C25 1.98247 -0.85840 -1.11504
C26 2.04913 -1.36656 0.18719
C27 1.77806 -2.69948 0.44028
C28 1.44000 -3.54823 -0.60738
C29 1.39531 -3.06239 -1.90559
C30 1.66615 -1.72488 -2.15898
C31 4.20573 1.05631 -0.60358
C32 4.72558 2.26920 -0.16043
C33 6.03892 2.34096 0.28074
C34 6.82976 1.20210 0.27799
C35 6.31138 -0.01030 -0.15786
C36 5.00006 -0.08575 -0.60002
H25 1.05216 1.15245 -6.16092
H26 3.34241 1.13972 -7.08976
H27 5.30223 1.07898 -5.57582
H28 4.96436 1.06024 -3.13362
H29 2.34189 -0.71407 1.00177
H30 1.83475 -3.07817 1.45329
H31 1.23538 -4.59359 -0.41254
H32 1.15988 -3.72434 -2.72907
H33 1.63543 -1.35639 -3.17686
H34 4.09858 3.15343 -0.17107
H35 6.44395 3.28438 0.62202
H36 7.85751 1.25791 0.61246
H37 6.93010 -0.89796 -0.16090
H38 4.59573 -1.02769 -0.94916
C37 -3.22584 4.59403 -3.06827
Si1 -2.69119 4.70430 -1.27400
C38 -4.04667 4.35030 -0.02194
C39 -1.61048 6.17899 -0.84451
Se1 -1.18540 2.86611 -0.86560
H39 -3.89427 5.42101 -3.32141
H40 -3.75087 3.65791 -3.25977
H41 -2.36090 4.63431 -3.73029
H42 -4.76749 5.16998 0.02268
H43 -3.61075 4.21272 0.96763
H44 -4.57936 3.43517 -0.28279
H45 -2.18437 7.10804 -0.86946
H46 -0.78274 6.26452 -1.54875
H47 -1.18891 6.05727 0.15369

- 2S+1 = 2
- F_max (Eh/bohr) = 0.040
- frontier orbital gap (spin up / spin down) (eV) = 6.18 / 6.13
- E (Eh) = -7993.0731
- expectation value of S² = 0.788
- total charge = +1

These are the Löwdin partial charges, in e, on atoms 1 to 5: number 1, Cr, carries -0.0957; number 2, C, carries -0.0580; number 3, C, carries -0.5569; number 4, C, carries -0.0308; number 5, C, carries -0.0348

=====

Entry 2:
A molecular structure, C39H47AsCrN6O4P at a distorted geometry, computed with ωB97M-V/def2-TZVPD.

Positions of all 99 atoms, in Å:
Cr1 0.56922 1.22622 -0.71334
O1 4.63212 1.82347 2.76587
C1 3.59735 1.94995 3.58954
C2 3.86845 1.93344 4.95974
C3 2.85718 2.05018 5.88279
C4 1.53000 2.19423 5.46274
C5 1.24280 2.20498 4.12417
C6 2.25603 2.08170 3.15054
C7 1.91825 2.00503 1.75378
O2 0.60876 1.97093 1.37671
N1 2.84152 1.90566 0.83950
N2 2.39284 1.68658 -0.41267
C8 3.20436 1.62123 -1.41420
C9 2.56668 1.29152 -2.66792
C10 3.20935 1.27448 -3.89834
C11 2.47652 1.00195 -5.04050
C12 1.11540 0.74981 -4.91871
C13 0.53883 0.76583 -3.66342
N3 1.23790 1.02194 -2.55662
H1 4.31800 1.84809 1.84272
H2 4.89968 1.82012 5.26622
H3 3.08388 2.02627 6.94001
H4 0.73702 2.28849 6.19146
H5 0.20992 2.30448 3.81979
H6 4.26726 1.80037 -1.30522
H7 4.26958 1.48422 -3.94645
H8 2.95222 0.99563 -6.01140
H9 0.50958 0.53692 -5.78738
H10 -0.51431 0.55630 -3.52916
C14 -1.00491 -4.77683 -5.61326
C15 -0.95536 -3.78312 -4.48885
C16 -2.10616 -3.17710 -4.00521
C17 -2.06652 -2.27258 -2.95531
C18 -3.36568 -1.65644 -2.49508
C19 -0.83650 -1.96625 -2.33726
As1 -1.05698 -0.72286 -0.81338
N4 0.57322 -0.49486 -0.00219
C20 1.02892 -0.91269 1.26127
C21 2.37149 -1.28360 1.40272
C22 2.87663 -1.65750 2.63781
C23 2.05943 -1.67471 3.75677
C24 0.72845 -1.30120 3.63413
C25 0.21797 -0.91986 2.40544
C26 -2.07988 -1.83168 0.44432
C27 -1.65607 -3.12038 0.78716
C28 -0.43861 -3.78277 0.19776
C29 -2.40253 -3.83913 1.71553
C30 -3.54233 -3.32225 2.31296
C31 -4.33295 -4.11832 3.30847
C32 -3.94151 -2.03647 1.95697
C33 -3.23159 -1.28632 1.03513
C34 -3.73403 0.09362 0.68361
C35 0.34497 -2.52965 -2.84991
C36 1.74491 -2.26914 -2.34643
C37 0.25237 -3.43096 -3.90680
H11 -2.02833 -5.07521 -5.83120
H12 -0.42828 -5.66727 -5.36365
H13 -0.57271 -4.34730 -6.51870
H14 -3.06346 -3.42144 -4.45165
H15 -4.13465 -1.76345 -3.25723
H16 -3.24675 -0.58961 -2.28173
H17 -3.72228 -2.14499 -1.58613
H18 3.00946 -1.29426 0.52620
H19 3.91832 -1.94033 2.72356
H20 2.45464 -1.97148 4.71918
H21 0.07894 -1.30432 4.50061
H22 -0.81117 -0.60031 2.32243
H23 0.35099 -3.06861 -0.02426
H24 -0.70389 -4.30085 -0.72678
H25 -0.04117 -4.52352 0.89000
H26 -2.07578 -4.83809 1.98031
H27 -3.79627 -5.01170 3.62095
H28 -5.28394 -4.42946 2.87235
H29 -4.55984 -3.52094 4.19164
H30 -4.83027 -1.61611 2.41486
H31 -4.39738 0.47170 1.45993
H32 -4.30110 0.06440 -0.25004
H33 -2.90852 0.79685 0.55422
H34 1.77385 -1.59389 -1.50381
H35 2.35473 -1.85033 -3.15280
H36 2.21286 -3.20993 -2.05063
H37 1.16916 -3.87739 -4.27880
N5 0.39629 6.40926 -1.66782
C38 -0.88304 5.72410 -1.30338
P1 -0.31016 4.24986 -0.28939
O3 1.01276 4.76004 0.20391
O4 -0.29843 3.04065 -1.21185
C39 -1.53248 4.01790 1.06839
N6 -0.80086 3.82186 2.33211
H38 0.34927 7.42511 -1.64472
H39 0.73930 6.12578 -2.58245
H40 1.07176 6.02995 -0.92095
H41 -1.46308 5.44387 -2.17754
H42 -1.47317 6.38799 -0.67568
H43 -2.11742 3.12696 0.83772
H44 -2.22175 4.86725 1.09470
H45 -0.01516 2.52276 1.95958
H46 -1.45067 3.67168 3.09653
H47 -0.26354 4.65587 2.55540

- 2S+1 = 4
- F_max (Eh/bohr) = 0.052
- frontier orbital gap (spin up / spin down) (eV) = 6.14 / 6.11
- E (Eh) = -5765.0799
- expectation value of S² = 3.798
- total charge = +2

These are the Löwdin partial charges, in e, on atoms 1 to 5: number 1, Cr, carries 0.6833; number 2, O, carries 0.1041; number 3, C, carries -0.2447; number 4, C, carries 0.0163; number 5, C, carries -0.0321